DFT (ωB97M-V/def2-TZVPD) results for a 2-piece molecular cluster, C3H3F overall in a non-equilibrium geometry.

Properties
- LUMO energy (spin up / spin down) (eV) = -1.8 / -2.0
- HOMO-LUMO gap (spin up / spin down) (eV) = 7.902 / 7.623

Last column: Mulliken charge in e.
Cartesian coordinates (Å):
1 F -1.115 0.600 3.017  -0.20
2 C -0.973 0.093 0.575  -0.43
3 C 0.707 -0.182 -1.373  -0.56
4 C -0.773 0.288 1.758  0.28
5 H -0.095 0.201 -1.974  0.32
6 H 0.901 -1.349 -1.208  0.27
7 H 1.348 0.348 -0.794  0.32